Record 1
The following is a DFT calculation (ωB97M-V with the def2-TZVPD basis set) of a molecular structure, C23H28AsNO2PPtSe2.

Summary:
Energy (Eh): -8596.86807
Total charge: +3

Structure (XYZ):
```
59
Properties=species:S:1:pos:R:3:mulliken_charge:R:1
H 3.6681 3.4487 -1.6224 0.445
H -3.5824 -5.6178 2.9352 0.371
C 5.4401 -3.3359 -0.1730 -0.725
Se 0.8129 -1.0917 -0.8838 -0.220
C 5.3615 -4.2401 0.8816 -0.471
C 4.3778 0.9687 1.2634 -0.476
C -3.8137 -3.7310 2.0083 -0.629
C -2.1916 3.9630 -1.9111 -0.180
C -1.9942 2.3979 1.2413 -1.183
O -2.7185 -1.7227 1.3427 -0.617
H -1.3762 4.2608 -1.2609 0.466
H 4.6058 0.2631 2.0547 0.397
H 6.0718 -5.0542 0.9396 0.433
C -3.4151 2.2350 -3.0970 -0.276
H -1.2733 0.7364 -2.3957 0.667
P 2.4543 -0.7920 0.5737 0.491
C -2.3622 2.6108 -2.2484 0.047
C 3.4756 -3.0677 1.7934 -0.352
H 4.3473 -4.8075 2.6853 0.429
H -4.7001 -3.5233 1.4140 0.328
H -4.4109 0.3197 0.8044 0.424
H -5.0689 2.9076 -4.2739 0.440
H -4.1568 -5.7274 1.3947 0.369
C -4.2664 3.1921 -3.6073 -0.710
Pt -0.9340 -0.9914 0.6578 0.777
C 3.8480 2.7600 -0.8083 -0.749
C -4.0266 0.5887 -0.1769 -1.124
H 2.3105 1.4001 -1.4212 0.270
C 3.3517 0.7135 0.3422 0.978
H -0.4304 2.0052 -1.4758 0.297
Se 0.9002 -0.7152 2.1460 -0.175
C -1.4050 1.5973 -1.7441 -0.629
H -2.5893 3.2153 0.8342 0.472
C -2.5931 -3.0256 1.4386 0.951
H 6.2063 -3.4468 -0.9279 0.436
H -2.5571 -5.3183 1.6492 0.320
H 2.7164 -2.9664 2.5587 0.229
H 5.4396 3.9257 0.0246 0.434
C 3.5614 -2.1555 0.7398 1.032
H -2.4033 2.0926 2.2030 0.422
C 5.1176 2.1299 1.1487 -0.766
H -3.9975 -3.3993 3.0284 0.316
C -3.0422 4.9196 -2.4285 -0.795
H -2.8959 5.9639 -2.1893 0.427
N -3.5248 -5.2047 2.0031 -0.234
H -4.7422 5.2856 -3.6871 0.430
C 4.5483 -2.2834 -0.2475 -0.419
C 3.0858 1.6087 -0.6945 -0.226
As -2.1468 0.9584 -0.0141 0.647
H 4.6311 -1.5643 -1.0548 0.391
C 4.8515 3.0221 0.1145 -0.460
H -3.5433 1.1948 -3.3752 0.412
H -0.9537 2.6947 1.3523 0.406
C 4.3897 -4.1054 1.8642 -0.701
O -1.5975 -3.6532 1.1125 -0.684
C -4.0804 4.5354 -3.2750 -0.438
H -4.4908 1.5089 -0.5261 0.453
H 5.9118 2.3353 1.8532 0.446
H -4.2008 -0.2186 -0.8837 0.385
```



Record 2
The following is a DFT calculation (ωB97M-V with the def2-TZVPD basis set) of CH4FNO in the gas phase.

Summary:
Energy (Eh): -270.20379
SMILES string: CONF
Energy relative to the best compared isomer or geometry (same formula, charge and spin) (kJ/mol): 391.0

Structure (XYZ):
```
8
Properties=species:S:1:pos:R:3:mulliken_charge:R:1
H -1.8162 -1.7470 -0.2643 0.275
F -0.7304 -2.0221 1.4372 -0.197
O -0.0064 -0.8208 -0.3854 -0.208
H 1.2836 0.6121 0.5728 0.298
H 0.8171 0.8968 -1.0175 0.310
N -1.1441 -1.1686 0.3806 -0.149
C 0.4977 0.4627 -0.0985 -0.678
H -0.3111 1.0581 0.0328 0.350
```



Record 3
The following is a DFT calculation (ωB97M-V with the def2-TZVPD basis set) of a molecular structure, C28H22AsCdN2SSe2.

Summary:
Energy (Eh): -8793.99253
Total charge: +1

Structure (XYZ):
```
57
Properties=species:S:1:pos:R:3:mulliken_charge:R:1
H -4.8773 -4.2031 0.7143 0.414
H 0.9017 0.2512 4.8242 0.431
H -1.3730 0.4778 5.7451 0.407
C 1.6133 2.5778 -0.6225 -0.204
H 0.9848 3.4282 -0.3798 0.498
H 1.2769 0.3913 2.3765 0.401
H 3.2421 3.8680 -1.2409 0.446
C -1.8871 4.1917 -2.1133 -0.697
C 2.1929 -2.0907 -0.1834 0.047
Cd -0.6349 -1.4860 -1.2754 0.579
C -1.7200 3.5327 0.5835 -0.056
C -2.0801 -5.6908 -0.4244 -0.722
H 1.8570 0.7041 -2.9724 0.451
H -4.0287 -6.4469 0.0305 0.421
C -3.8716 -4.3226 0.3493 -0.758
H -2.2546 5.5657 0.9554 0.406
H -3.2917 0.8233 4.2371 0.427
C 3.8600 1.8609 -1.2211 -1.354
C -2.2943 0.7276 3.8326 -0.653
H -1.6325 3.2743 1.6332 0.365
C -2.0557 4.8212 0.1990 -0.699
C 2.0161 0.1672 -0.8551 0.834
H -2.9267 0.9500 1.7852 0.448
C -1.4632 2.5695 -0.3855 -0.231
C -2.1199 5.1555 -1.1436 -0.436
C 0.0659 0.4105 4.1596 -0.736
H -1.3662 2.1408 -2.4912 0.322
C 3.5352 0.4259 -0.9876 -0.332
C -3.3969 -5.5742 -0.0245 -0.260
C 0.2793 0.4959 2.7911 -0.086
C 3.9238 -1.8428 -1.9397 -1.044
As -0.6528 0.8281 0.0002 1.762
N 1.6344 -0.9492 -0.0544 -0.414
H -2.3467 6.1705 -1.4321 0.410
H 4.7214 -2.3135 -2.4915 0.466
C -1.2132 0.5328 4.6788 -0.512
N -1.7656 -3.3348 -0.1724 -0.191
H 3.6168 -3.5686 -0.7893 0.549
C -1.5680 2.8998 -1.7349 -0.083
C 1.1581 1.3254 -0.4736 -0.286
C -0.7986 0.7089 1.9429 0.348
S 1.0186 -1.5303 -3.0320 -0.388
C -3.0276 -3.2323 0.2516 -0.087
Se 1.3849 -3.4739 0.9417 0.034
H -1.6386 -6.6430 -0.6778 0.389
C 2.0461 -0.1940 -2.3814 -0.763
Se 0.6000 -4.7336 -0.8189 0.066
C 2.9650 2.8390 -1.0695 -0.871
C -1.2948 -4.5458 -0.4626 0.472
C 3.5750 -0.4482 -2.2765 -0.044
H -1.9498 4.4555 -3.1583 0.419
H 4.8813 2.0782 -1.4942 0.482
C -2.0889 0.8027 2.4669 -0.521
C 3.2975 -2.5525 -0.9873 -0.374
H 4.1769 -0.0620 -3.0993 0.648
H -3.3513 -2.2369 0.5400 0.395
H 4.1454 0.0236 -0.1724 0.470
```



Record 4
The following is a DFT calculation (ωB97M-V with the def2-TZVPD basis set) of 2 unconnected molecules or ions with the total composition C5H14NO2.

Summary:
Energy (Eh): -404.01006
Spin multiplicity: 2
Energy relative to the best compared isomer or geometry (same formula, charge and spin) (kJ/mol): 120.8

Structure (XYZ):
```
22
Properties=species:S:1:pos:R:3:mulliken_charge:R:1
C -1.0428 0.3326 -1.0579 -0.210
H -0.6017 1.3478 0.6782 0.303
H -0.7254 -1.8349 -1.1646 0.314
O 1.3795 2.1656 -1.5419 -0.620
C 0.3278 -0.5993 0.9569 0.421
H -0.4828 -0.2649 2.8988 0.373
H -0.0006 -1.8107 2.6531 0.421
H 1.8389 0.8206 0.2441 0.235
H 1.1549 -0.6699 2.9033 0.382
H -2.2624 -1.2483 -1.8284 0.304
H -0.2851 0.9427 -1.5637 -0.027
C -1.2017 -1.0448 -1.7237 -1.191
C -0.8113 0.2938 0.4730 -0.890
H 0.5714 2.6903 -1.5176 0.338
N 0.2460 -0.8261 2.4556 -0.303
H -0.7811 -1.0745 -2.7266 0.327
C 1.7327 -0.1521 0.7303 -0.306
H -1.7232 -0.0921 0.9488 0.334
H -1.9302 0.9274 -1.2647 0.447
H 0.1958 -1.5674 0.4399 -0.165
O 2.6469 -0.7345 1.4086 -0.771
H 1.7545 2.3986 -2.4013 0.284
```



Record 5
The following is a DFT calculation (ωB97M-V with the def2-TZVPD basis set) of a gas-phase ion, C4H8NO (charge +1).

Summary:
Energy (Eh): -286.82891
SMILES string: C=C[N@H+]1C[C@@H]1O
Total charge: +1
Energy relative to the best compared isomer or geometry (same formula, charge and spin) (kJ/mol): 298.2

Structure (XYZ):
```
14
Properties=species:S:1:pos:R:3:mulliken_charge:R:1
O 2.2856 0.8799 0.0114 -0.462
C -2.1138 0.6738 0.0795 -0.878
H -1.1792 -0.9400 -0.8908 0.273
H -2.0172 1.4065 0.8984 0.212
H -2.9188 0.6674 -0.5375 0.307
H -0.0347 0.6132 1.4359 0.456
C 1.4308 0.0537 -0.4429 0.259
N 0.1347 -0.1018 0.4597 -0.156
C -1.0784 -0.1041 -0.1855 0.198
C 1.0652 -1.2147 0.2581 -0.475
H 1.0422 0.2000 -1.5623 0.344
H 1.9661 1.8341 0.1688 0.388
H 1.6907 -1.5325 1.0817 0.302
H 0.6257 -2.0549 -0.3484 0.231
```



Record 6
The following is a DFT calculation (ωB97M-V with the def2-TZVPD basis set) of a molecular structure, C11H23CuO10.

Summary:
Energy (Eh): -2825.78574
Energy relative to the best compared isomer or geometry (same formula, charge and spin) (kJ/mol): 0.0

Structure (XYZ):
```
45
Properties=species:S:1:pos:R:3:mulliken_charge:R:1
O -0.1824 -0.3786 -4.2305 -0.357
C -1.3038 2.2697 2.4858 -0.514
H 1.1775 -4.2589 -1.5196 0.303
H 2.5783 -1.1735 3.2928 0.280
C -2.7397 0.4863 1.9797 0.747
O 0.7859 -2.1910 0.2339 -0.645
H 0.1628 2.3753 -1.3909 0.240
O -0.4890 1.4934 -3.1911 -0.356
H -1.3118 2.9906 3.2969 0.298
H 2.1008 -2.8234 -2.0614 0.162
C 1.8649 -2.6542 0.5393 0.834
C -0.1371 -1.7921 -4.2148 -0.216
C 2.1534 -3.7657 -1.5242 -0.582
C 1.8783 -1.3935 2.4969 0.087
H -0.3672 1.7176 2.4970 0.112
H 0.4455 -2.1635 -3.3729 -0.117
C 2.2768 2.0291 0.9284 -0.535
H -5.4435 -1.2165 1.7683 0.236
H 1.6849 -0.5223 1.8663 -0.325
H 2.5793 1.6420 1.9198 0.244
H 2.8751 4.0197 1.4608 0.405
Cu -0.1549 -0.1389 -0.1142 0.815
H 1.7452 3.9884 0.1097 0.260
H -4.4055 -0.6853 0.4348 0.298
O -1.0981 -0.4374 -2.1897 -0.626
C 1.9791 3.5232 1.0676 -1.048
O 2.4630 -2.4418 1.6911 -0.377
O 2.5315 -3.5411 -0.1673 -0.386
O -2.1644 0.2536 0.9435 -0.346
C -0.6360 0.1897 -3.1266 0.933
H -3.8953 -1.9908 1.5173 0.280
C -4.4154 -1.0329 1.4660 -0.648
C -0.7365 2.2289 -1.9915 -0.666
H 0.3322 -2.1009 -5.1441 0.263
H 3.1407 1.9858 0.2358 0.273
H -1.1228 3.1997 -2.3007 0.375
O 1.2721 1.3011 0.3381 -0.483
H 2.8550 -4.4699 -1.9554 0.278
H 1.1923 3.7200 1.8036 0.167
H -1.1187 -2.2616 -4.1478 0.292
H 0.9396 -1.7702 2.9025 0.261
O -2.3900 1.3838 2.8689 -0.376
H -1.5065 2.7087 1.5155 0.298
H -1.5173 1.7724 -1.3843 0.225
O -3.8785 -0.0750 2.3666 -0.365
```



Values for strongest force on any atom, eV/Å, ordered as above
1.0; 3.5; 1.2; 2.1; 5.3; 1.4